1.
Below is a cluster of 2 separate species, C20H37IN2O4S in total, with properties calculated with ωB97M-V/def2-TZVPD.

```
65
Properties=species:S:1:pos:R:3:lowdin_charge:R:1
C -2.99 -6.37 0.55 -0.11
C -3.53 -7.22 1.71 -0.27
C -2.73 -7.03 3.00 -0.22
C -2.64 -5.58 3.51 -0.22
C -3.97 -4.84 3.61 -0.22
C -3.83 -3.33 3.82 -0.20
C -3.02 -2.59 2.74 -0.19
C -3.72 -1.36 2.12 -0.19
C -3.74 -1.34 0.57 -0.21
C -3.56 0.06 -0.01 -0.22
C -2.10 0.55 -0.04 -0.21
C -1.81 1.53 -1.18 -0.24
C -0.65 2.47 -0.84 -0.68
I -1.39 4.31 0.01 0.90
O 0.22 2.65 -1.95 -0.09
C 0.22 3.82 -2.68 -0.56
O -0.60 4.03 -3.51 0.15
C 1.41 4.69 -2.39 -0.12
C 2.65 4.19 -3.15 -0.20
C 3.80 5.20 -3.08 -0.27
C 5.19 4.56 -3.13 -0.46
S 5.47 3.74 -1.54 1.00
C 7.14 3.29 -1.68 -0.70
N 7.77 2.71 -2.64 0.06
N 9.09 2.58 -2.23 0.06
C 9.13 3.07 -1.04 -0.20
O 7.95 3.55 -0.62 0.02
H -3.27 -5.32 0.65 0.05
H -3.38 -6.72 -0.41 0.07
H -1.90 -6.44 0.50 0.08
H -3.49 -8.27 1.42 0.10
H -4.59 -6.99 1.87 0.10
H -1.71 -7.37 2.80 0.11
H -3.12 -7.69 3.78 0.11
H -2.20 -5.61 4.52 0.11
H -1.93 -5.04 2.89 0.10
H -4.52 -5.25 4.46 0.11
H -4.60 -5.02 2.73 0.10
H -4.83 -2.89 3.86 0.10
H -3.39 -3.16 4.81 0.11
H -2.07 -2.26 3.17 0.11
H -2.76 -3.29 1.93 0.08
H -4.75 -1.31 2.48 0.10
H -3.22 -0.45 2.46 0.10
H -4.68 -1.75 0.21 0.11
H -2.95 -1.99 0.19 0.10
H -3.96 0.10 -1.03 0.11
H -4.16 0.77 0.57 0.12
H -1.84 1.02 0.91 0.10
H -1.45 -0.33 -0.14 0.12
H -2.71 2.11 -1.39 0.09
H -1.54 1.01 -2.10 0.13
H -0.04 2.07 -0.03 0.08
H 1.62 4.68 -1.32 0.11
H 1.16 5.70 -2.70 0.13
H 2.38 4.01 -4.19 0.13
H 2.97 3.23 -2.73 0.10
H 3.73 5.91 -3.90 0.12
H 3.72 5.77 -2.15 0.11
H 5.95 5.32 -3.29 0.07
H 5.26 3.83 -3.94 0.09
H 9.98 3.13 -0.38 0.13
O 7.23 7.30 -2.16 -0.05
H 7.23 6.43 -1.74 0.01
H 8.09 7.39 -2.56 0.04
```

Calculated values
HOMO energy = -9.47 eV
Structure (SMILES) = CCCCCCCCCCCC[C@H](I)OC(=O)CCCCSc1nnco1.O
Lowest unoccupied orbital energy = 0.32 eV
Gap between HOMO and LUMO = 9.793 eV

---

2.
Below is a cluster of 8 separate species, C10H34O8 in total, with properties calculated with ωB97M-V/def2-TZVPD.

```
52
Properties=species:S:1:pos:R:3:lowdin_charge:R:1
C -24.54 11.71 4.92 -0.16
C -24.03 12.12 6.33 -0.14
C -22.48 11.99 6.07 -0.21
O -22.28 11.78 4.69 -0.17
C -23.44 12.23 3.93 -0.15
H -25.48 12.25 4.79 0.09
H -24.88 10.70 4.69 0.11
H -24.28 11.35 7.05 0.10
H -24.37 13.10 6.64 0.10
H -22.10 11.15 6.65 0.11
H -21.85 12.84 6.35 0.11
H -23.44 11.80 2.93 0.11
H -23.38 13.31 3.76 0.11
C -14.02 14.25 18.81 -0.06
C -14.62 13.79 17.48 -0.47
C -16.19 13.75 17.44 -0.05
O -14.35 14.77 16.51 -0.08
H -14.21 15.28 19.10 0.08
H -12.95 14.06 18.86 0.07
H -14.34 13.71 19.70 0.07
H -14.22 12.86 17.07 0.13
H -16.62 14.74 17.33 0.08
H -16.65 13.28 18.31 0.07
H -16.50 13.20 16.56 0.07
H -13.42 15.00 16.57 0.08
C -16.82 5.81 1.94 -0.06
C -17.22 6.74 3.08 -0.48
C -16.17 6.70 4.16 -0.09
O -17.18 8.15 2.67 -0.07
H -17.36 6.18 1.08 0.08
H -17.05 4.76 2.14 0.08
H -15.77 5.93 1.70 0.08
H -18.17 6.45 3.52 0.14
H -16.15 5.64 4.41 0.08
H -16.51 7.32 4.98 0.08
H -15.16 7.01 3.89 0.09
H -17.94 8.61 3.02 0.08
O -15.55 13.71 11.38 -0.06
H -15.23 14.25 12.10 0.03
H -16.28 14.21 11.00 0.03
O -12.10 9.15 12.86 -0.05
H -12.39 8.25 12.67 0.02
H -12.90 9.67 12.83 0.03
O -19.78 6.41 13.85 -0.05
H -19.52 6.98 13.13 0.02
H -19.11 6.55 14.52 0.03
O -17.70 9.30 11.02 -0.05
H -17.07 8.63 10.76 0.03
H -17.17 10.09 11.13 0.03
O -14.10 5.38 10.99 -0.06
H -13.65 4.92 10.28 0.03
H -14.23 4.72 11.67 0.03
```

Calculated values
HOMO energy = -9.51 eV
Energy above the lowest of the compared OMol25 structures with the same formula, charge and spin = 130.3 kJ/mol
Structure (SMILES) = C1CCOC1.CC(C)O.CC(C)O.O.O.O.O.O
Lowest unoccupied orbital energy = 0.27 eV
Gap between HOMO and LUMO = 9.787 eV

---

3.
Below is an isolated molecule of C4H12N2O, with properties calculated with ωB97M-V/def2-TZVPD.

```
19
Properties=species:S:1:pos:R:3:lowdin_charge:R:1
N -1.69 -0.67 -1.70 0.00
C -0.33 -1.21 -1.47 -0.30
C 0.59 -0.21 -0.81 -0.17
C 0.02 0.25 0.57 -0.43
N -0.08 -0.85 1.47 0.06
C 0.78 1.46 1.09 -0.27
O 0.28 1.82 2.35 -0.05
H -1.65 -0.07 -2.52 0.07
H -2.27 -1.48 -1.91 0.06
H -0.32 -2.08 -0.80 0.10
H 0.02 -1.64 -2.42 0.10
H 1.51 -0.72 -0.49 0.11
H 0.83 0.64 -1.44 0.11
H -0.99 0.60 0.33 0.13
H 0.66 -1.54 1.52 0.08
H -0.41 -0.55 2.36 0.07
H 0.78 2.29 0.36 0.12
H 1.86 1.20 1.04 0.12
H 0.42 2.77 2.48 0.09
```

Calculated values
HOMO energy = -8.65 eV
Energy above the lowest of the compared OMol25 structures with the same formula, charge and spin = 147.2 kJ/mol
Structure (SMILES) = NCC[C@@H](N)CO
Lowest unoccupied orbital energy = 0.94 eV
Gap between HOMO and LUMO = 9.586 eV

---

4.
Below is a cluster of 2 separate species, C9H13BrN2O3 in total, with properties calculated with ωB97M-V/def2-TZVPD.

```
28
Properties=species:S:1:pos:R:3:lowdin_charge:R:1
C -1.46 -1.48 2.38 -0.09
C -1.96 -0.05 2.21 -0.25
C -0.93 0.88 1.58 -0.13
C -0.20 0.42 0.35 -0.14
C 1.18 0.56 0.31 0.07
C 1.91 0.14 -0.80 -0.10
C 3.38 0.30 -0.81 -0.43
O 4.16 -0.57 -0.79 0.24
O 3.77 1.63 -0.70 -0.03
O 3.98 2.06 -2.04 0.04
C 1.23 -0.44 -1.86 0.05
C -0.14 -0.54 -1.81 -0.05
N -0.81 -0.11 -0.74 -0.05
N -2.22 -0.15 -0.76 0.10
H -1.92 -1.91 3.26 0.07
H -1.79 -2.09 1.55 0.07
H -0.38 -1.54 2.50 0.07
H -2.87 -0.05 1.63 0.08
H -2.23 0.37 3.17 0.11
H -0.16 1.03 2.33 0.11
H -1.34 1.87 1.40 0.13
H 1.71 0.99 1.14 0.14
H 3.56 2.93 -2.05 0.11
H 1.77 -0.80 -2.71 0.14
H -0.69 -1.02 -2.69 -0.08
H -2.54 0.45 -1.50 0.09
H -2.47 -1.10 -1.04 0.00
Br -2.52 -1.77 -3.50 -0.28
```

Calculated values
HOMO energy = -7.84 eV
Energy above the lowest of the compared OMol25 structures with the same formula, charge and spin = 459.6 kJ/mol
Lowest unoccupied orbital energy = -1.37 eV
Gap between HOMO and LUMO = 6.468 eV

---

5.
Below is an isolated molecule of C28H37N5O4, with properties calculated with ωB97M-V/def2-TZVPD.

```
74
Properties=species:S:1:pos:R:3:lowdin_charge:R:1
C -1.73 0.48 6.70 -0.05
C -1.32 1.58 5.76 -0.26
C -2.10 2.72 5.62 0.00
C -1.73 3.75 4.77 -0.26
C -2.59 4.97 4.63 -0.05
C -0.57 3.62 4.02 0.02
C 0.20 2.47 4.13 -0.12
C 1.46 2.36 3.34 -0.45
O 2.25 3.28 3.21 0.06
N 1.66 1.15 2.77 0.13
C 2.93 0.81 2.15 -0.26
C 3.76 -0.08 3.11 -0.04
C 3.58 0.41 4.54 -0.56
N 4.18 1.59 4.82 0.19
O 2.97 -0.22 5.37 0.05
C 2.73 0.13 0.82 -0.17
C 3.36 0.60 -0.33 -0.01
C 3.14 0.00 -1.55 0.00
C 2.29 -1.12 -1.72 -0.14
N 2.05 -1.53 -3.00 -0.08
C 1.80 -0.55 -4.04 -0.15
C 0.29 -0.31 -4.18 -0.11
C -0.43 -1.61 -4.52 -0.33
N -1.85 -1.37 -4.75 -0.14
C -2.50 -2.38 -5.57 -0.20
C -3.83 -1.83 -6.08 -0.19
C -4.73 -1.46 -4.90 -0.21
C -3.98 -0.48 -4.00 -0.18
C -2.65 -1.09 -3.57 -0.20
C -0.09 -2.67 -3.46 -0.10
C 1.43 -2.79 -3.37 -0.15
C 1.75 -1.64 -0.53 -0.07
N 0.99 -2.85 -0.38 -0.36
O 1.49 -3.89 -0.78 0.08
O -0.07 -2.77 0.19 0.09
C 1.94 -0.99 0.69 0.04
C -0.17 1.45 5.00 0.01
H -2.43 -0.19 6.20 0.09
H -2.23 0.89 7.58 0.08
H -0.87 -0.10 7.02 0.08
H -3.00 2.82 6.21 0.12
H -3.06 5.22 5.58 0.08
H -3.38 4.80 3.90 0.08
H -2.00 5.82 4.30 0.08
H -0.25 4.40 3.36 0.12
H 1.02 0.40 2.97 0.14
H 3.44 1.76 2.00 0.14
H 4.81 -0.05 2.82 0.13
H 3.41 -1.11 3.06 0.12
H 4.46 2.21 4.08 0.10
H 3.98 2.01 5.71 0.12
H 4.03 1.44 -0.27 0.12
H 3.67 0.38 -2.41 0.11
H 2.29 0.40 -3.82 0.11
H 2.21 -0.93 -4.98 0.13
H -0.08 0.10 -3.24 0.11
H 0.11 0.43 -4.96 0.12
H -0.03 -1.96 -5.49 0.15
H -1.86 -2.61 -6.42 0.12
H -2.69 -3.31 -5.00 0.12
H -3.64 -0.94 -6.68 0.11
H -4.32 -2.58 -6.71 0.11
H -5.66 -1.01 -5.26 0.11
H -4.98 -2.36 -4.33 0.11
H -3.79 0.44 -4.54 0.11
H -4.57 -0.25 -3.11 0.11
H -2.11 -0.39 -2.93 0.11
H -2.85 -2.01 -2.99 0.13
H -0.50 -2.36 -2.50 0.10
H -0.52 -3.63 -3.73 0.12
H 1.73 -3.58 -2.68 0.10
H 1.82 -3.06 -4.36 0.13
H 1.46 -1.42 1.56 0.13
H 0.46 0.58 5.13 0.11
```

Calculated values
HOMO energy = -8.17 eV
Energy above the lowest of the compared OMol25 structures with the same formula, charge and spin = 22.8 kJ/mol
Structure (SMILES) = Cc1cc(C)cc(C(=O)N[C@@H](CC(N)=O)c2ccc(N3CCC(N4CCCCC4)CC3)c([N+](=O)[O-])c2)c1
Lowest unoccupied orbital energy = -0.12 eV
Gap between HOMO and LUMO = 8.048 eV

---

6.
Below is a structure of composition C22H45N6O7P2S3SnTe, with properties calculated with ωB97M-V/def2-TZVPD.

```
87
Properties=species:S:1:pos:R:3:mulliken_spin:R:1
Sn 0.19 0.87 -0.95 0.02
N 2.31 -1.66 -0.39 0.00
C 2.38 -3.10 -0.32 0.00
C 1.01 -3.75 -0.55 0.00
C 0.38 -3.39 -1.90 0.00
N -0.26 -2.08 -1.85 0.00
H 3.22 -1.21 -0.31 0.00
H 1.73 -1.28 0.35 0.00
H 2.77 -3.48 0.65 0.00
H 3.07 -3.45 -1.10 0.00
H 0.32 -3.41 0.23 0.00
H 1.13 -4.83 -0.48 0.00
H -0.34 -4.19 -2.17 0.00
H 1.16 -3.38 -2.67 0.00
H -1.12 -2.13 -1.32 0.00
H -0.49 -1.76 -2.79 0.00
O 1.72 0.99 0.89 -0.04
N 1.91 2.15 1.55 0.25
C 2.71 2.11 2.68 0.35
C 2.97 3.24 3.41 -0.17
C 2.41 4.46 3.03 0.38
C 1.55 4.46 1.89 0.02
C 1.29 3.32 1.18 0.07
S 0.19 3.35 -0.17 0.02
H 3.09 1.13 2.93 0.02
H 3.60 3.16 4.29 -0.01
H 2.61 5.37 3.58 0.07
H 1.07 5.37 1.57 0.00
C 3.72 -1.91 -3.86 0.00
C 2.77 -0.84 -4.39 0.00
O 3.32 0.43 -4.19 0.00
P 2.30 1.77 -3.88 0.00
O 1.38 1.19 -2.78 -0.01
Te -0.66 0.88 -6.15 0.00
O 3.47 2.61 -3.03 0.00
C 3.91 2.23 -1.75 0.00
C 4.02 3.46 -0.86 -0.01
H 3.36 -2.90 -4.13 0.00
H 3.78 -1.82 -2.77 0.00
H 4.72 -1.76 -4.27 0.00
H 1.81 -0.93 -3.85 0.00
H 2.58 -1.00 -5.46 0.00
H 4.89 1.73 -1.83 0.00
H 3.21 1.52 -1.29 0.02
H 4.71 4.18 -1.31 0.00
H 4.39 3.19 0.13 0.00
H 3.04 3.93 -0.76 0.00
C -4.28 -1.07 3.07 0.00
C -3.17 -2.10 2.94 0.00
O -1.89 -1.54 3.14 0.00
P -0.97 -0.86 1.90 0.04
O -1.45 0.68 1.88 0.01
C -1.15 1.65 2.89 -0.05
C -1.99 1.51 4.14 0.00
O 0.33 -0.68 2.87 0.00
C 1.15 -1.79 3.16 -0.01
C 0.76 -2.46 4.47 -0.01
H -5.26 -1.55 2.97 0.00
H -4.17 -0.34 2.27 0.00
H -4.22 -0.57 4.04 0.00
H -3.24 -2.58 1.96 0.00
H -3.28 -2.87 3.73 0.00
H -1.33 2.61 2.40 -0.01
H -0.09 1.60 3.14 0.03
H -3.05 1.56 3.89 0.00
H -1.75 2.32 4.83 0.00
H -1.80 0.55 4.61 0.00
H 2.18 -1.41 3.21 0.00
H 1.09 -2.53 2.34 0.01
H 0.86 -1.75 5.29 0.00
H 1.39 -3.33 4.65 0.00
H -0.28 -2.77 4.41 0.00
S -1.89 1.53 -2.88 0.00
C -1.15 2.08 -4.23 0.00
N -0.77 2.81 -5.10 0.00
S -3.57 -1.62 -0.37 0.00
C -4.53 -0.76 -1.41 0.00
N -5.47 -1.35 -2.23 0.00
C -6.31 -0.31 -2.82 0.00
C -5.37 0.89 -2.75 0.00
N -4.59 0.59 -1.56 0.00
H -5.91 -2.18 -1.87 0.00
H -7.22 -0.13 -2.24 0.00
H -6.59 -0.57 -3.84 0.00
H -5.89 1.84 -2.65 0.00
H -4.73 0.94 -3.64 0.00
H -3.73 1.10 -1.44 0.00
```

Calculated values
Total charge = -2
HOMO energy (alpha / beta) = 0.88 / -1.78 eV
Energy above the lowest of the compared OMol25 structures with the same formula, charge and spin = 267.8 kJ/mol
Lowest unoccupied orbital energy (alpha / beta) = 3.74 / 3.74 eV
Gap between HOMO and LUMO (alpha / beta) = 2.861 / 5.517 eV
Multiplicity = 2

---

no.,energy (Ha)
1,-1890.57908
2,-1003.23229
3,-344.32897
4,-3259.84207
5,-1663.86367
6,-4080.19909